{
  "formula": "C4H13N2S2",
  "method": "the ωB97M-V functional and the def2-TZVPD basis",
  "total_charge": 1,
  "multiplicity": 1,
  "orbital_gap_ha": 0.332,
  "mol_weight_da": 153.30,
  "elements": ["C", "C", "C", "C", "N", "N", "S", "S", "H", "H", "H", "H", "H", "H", "H", "H", "H", "H", "H", "H", "H"],
  "positions_angstrom": [[-4.424330, 0.648420, -0.627253], [3.045438, 0.781768, 1.030559], [-3.902712, -0.026494, 0.638280], [3.193875, -0.289273, -0.022534], [2.185191, -0.923779, -0.331999], [4.370556, -0.391422, -0.524702], [-2.711530, -1.444411, 0.255399], [-1.025680, -0.421216, -0.303008], [-4.236501, 1.797415, -0.618327], [-4.033855, 0.267326, -1.637799], [-5.560205, 0.592036, -0.623661], [2.434896, 1.681614, 0.828738], [2.574472, 0.319851, 1.837586], [3.958064, 1.020342, 1.571972], [-4.646118, -0.599358, 1.128436], [-3.404986, 0.570461, 1.457607], [1.278602, -0.785570, 0.118629], [2.114779, -1.584534, -1.087466], [-0.779686, -0.249834, -1.587260], [5.127857, 0.036255, -0.205573], [4.441873, -0.999603, -1.297615]],
  "atomic_forces_ev_per_a": [[-0.9, 2.2, -0.9], [0.3, 0.2, 0.6], [2.1, -0.4, -0.2], [2.5, 5.2, 3.3], [-4.6, -3.0, -1.7], [-2.6, -2.9, -2.8], [-0.4, 0.8, -0.4], [0.7, 0.4, 1.8], [-0.1, -2.0, 0.0], [-0.5, 0.3, 1.8], [1.4, -0.1, -0.2], [0.5, -0.6, -0.6], [-1.5, -0.9, 1.4], [0.5, 0.4, -0.8], [-1.0, -0.5, 0.5], [-0.5, -0.2, -1.3], [0.1, 0.2, 0.0], [0.3, -0.3, -0.2], [-0.9, -0.3, -1.1], [3.7, 2.4, 1.7], [0.8, -0.8, -0.9]],
  "mulliken_charge": [-0.784, -1.196, -0.509, 0.963, -0.116, -0.317, -0.017, -0.349, 0.238, 0.254, 0.298, 0.327, 0.368, 0.346, 0.310, 0.388, 0.065, 0.212, 0.150, 0.175, 0.195]
}

---

{
  "formula": "C7H29O10",
  "method": "the ωB97M-V functional and the def2-TZVPD basis",
  "total_charge": -1,
  "multiplicity": 1,
  "orbital_gap_ha": 0.330,
  "mol_weight_da": 273.30,
  "elements": ["C", "O", "C", "C", "C", "C", "C", "C", "H", "H", "H", "H", "H", "H", "H", "H", "H", "H", "H", "H", "H", "O", "H", "H", "O", "H", "H", "O", "H", "H", "O", "H", "H", "O", "H", "H", "O", "H", "H", "O", "H", "H", "O", "H", "H", "O"],
  "positions_angstrom": [[-0.518920, 0.874533, -2.049406], [-0.885532, -0.336514, -1.346513], [1.063996, 0.968325, -2.488652], [1.549223, 2.332209, -1.884433], [2.017035, 1.995819, -0.501468], [1.487726, 2.522365, 0.607819], [3.344019, 0.221303, 0.587404], [3.035506, 1.062215, -0.484784], [-1.077342, 0.906282, -2.960055], [-0.770197, 1.679725, -1.426582], [1.675714, 0.022416, -2.181467], [1.107142, 0.977167, -3.589848], [0.709948, 3.101189, -1.870449], [2.338523, 2.894466, -2.506635], [0.561347, 3.117203, 0.571061], [1.938043, 2.421642, 1.479280], [4.266662, -0.364813, 0.738918], [2.781340, 0.357811, 1.567616], [3.638810, 0.918088, -1.423804], [-0.030655, -0.568090, -0.934292], [2.336577, -2.597434, -2.221955], [1.463111, -2.392405, -2.266139], [-2.354821, 1.772769, 0.913020], [-2.332271, 0.780896, -0.245537], [-2.523173, 1.670409, -0.043315], [-1.182102, -0.273762, 1.375728], [-2.193642, -0.313389, 2.492477], [-1.556611, 0.321035, 2.062320], [-2.955855, -2.040179, 1.956688], [-3.947329, -1.097163, 1.604685], [-3.659647, -1.438130, 2.341653], [0.750120, -3.705542, 0.357923], [1.074672, -2.420894, -1.364703], [0.497396, -2.838236, 0.216353], [-2.939301, -0.268698, -1.989023], [-3.478502, 1.022581, -2.263978], [-3.682244, 0.057169, -2.321926], [0.517291, 0.264074, 3.796804], [-0.433568, 1.270619, 3.214644], [0.315757, 1.260525, 3.829828], [-0.690244, -2.787231, 0.550610], [-2.264865, -3.519352, 0.756931], [-1.890971, -2.562178, 0.817500], [0.651426, -2.138576, 2.764771], [1.073006, -1.685289, 1.404058], [1.173392, -1.444953, 2.356858]],
  "atomic_forces_ev_per_a": [[2.5, -1.7, -0.9], [1.2, 0.6, -0.2], [-1.3, -0.2, 0.1], [-0.4, 0.6, -1.1], [-2.1, 2.6, -0.1], [-2.3, 1.0, -3.9], [-0.6, 2.5, 0.1], [4.5, -4.5, 1.8], [-0.6, 0.0, -0.5], [-0.2, 1.2, 0.7], [-1.2, 1.8, -0.3], [-0.1, 0.0, 0.3], [0.8, -1.1, 0.1], [-0.6, -1.2, 0.9], [0.6, -0.1, -0.1], [1.7, -0.8, 4.1], [-0.6, 0.1, -0.8], [0.4, -0.4, -1.5], [-0.6, 0.3, 1.0], [-0.8, -0.5, 0.1], [3.8, -0.9, 0.5], [-3.8, 1.2, -0.8], [0.0, -0.5, -0.7], [0.5, -1.8, 0.0], [-0.8, 2.6, 0.6], [0.0, 0.6, 0.5], [0.2, 0.8, -0.3], [-0.3, -1.3, 0.0], [0.0, 0.1, 0.1], [-2.9, 3.3, -6.3], [2.7, -3.3, 6.2], [1.0, -2.6, 0.4], [0.1, -0.5, 0.2], [-1.5, 2.7, -0.4], [5.1, -3.0, 2.3], [-0.7, -1.0, -0.1], [-4.5, 3.8, -2.3], [-0.2, 2.2, -0.1], [0.0, -0.1, -0.1], [0.5, -2.1, 0.2], [-0.3, 0.6, -0.2], [0.9, 2.6, 0.0], [0.0, -3.2, -0.1], [-0.1, -0.1, 0.1], [0.1, -0.2, 0.4], [0.2, 0.3, 0.0]],
  "mulliken_charge": [-0.711, -0.358, -0.309, -1.144, 1.245, -1.429, -1.076, 0.126, 0.330, 0.690, 0.217, 0.387, 0.431, 0.283, 0.202, 0.572, 0.311, 0.066, 0.312, -0.120, 0.260, -0.638, 0.362, 0.232, -0.667, 0.227, 0.406, -0.634, 0.474, 0.268, -0.757, 0.168, 0.416, -0.864, 0.334, 0.365, -0.647, 0.290, 0.396, -0.684, 0.295, 0.204, -0.870, 0.274, 0.346, -0.582]
}

---

Taking the records one at a time from the top gives relative energy (zero: lowest compared OMol25 entry of this formula, charge and spin) values of 116.50, 211.51 kJ/mol.